The following is a quantum chemistry calculation of a structure of composition C38H35BI2N4O4S3Ti, from OMol25.

```
88
C38H35BI2N4O4S3Ti | OMol25 | the ωB97M-V functional and the def2-TZVPD basis
Ti -0.351 0.350 -0.115
I -0.190 7.589 -3.066
C -0.312 5.530 -2.653
C -1.305 4.773 -3.253
C -1.375 3.427 -2.946
I -2.887 2.254 -3.805
C -0.489 2.775 -2.052
O -0.639 1.530 -1.759
C 0.516 3.598 -1.473
C 1.532 2.990 -0.535
N 0.910 2.237 0.554
C 0.204 3.057 1.528
C -1.200 3.288 1.047
C -1.808 4.537 1.068
C -3.070 4.679 0.526
C -3.689 3.565 -0.016
C -3.022 2.353 0.022
N -1.804 2.210 0.546
C 0.588 4.948 -1.776
H -2.016 5.215 -3.936
H 2.180 3.786 -0.142
H 2.155 2.277 -1.080
H 1.614 1.669 1.047
H 0.703 4.018 1.708
H 0.183 2.505 2.471
H -1.268 5.387 1.465
H -3.554 5.648 0.501
H -4.662 3.627 -0.483
H -3.461 1.463 -0.413
H 1.359 5.549 -1.307
C 5.730 -1.168 1.055
C 4.788 -2.304 0.682
N 3.810 -1.914 -0.314
C 3.436 -2.980 -1.236
C 4.292 -2.984 -2.496
C 2.736 -1.100 0.159
S 1.853 -0.305 -1.158
N 2.642 -0.904 1.420
C 1.605 -0.206 2.024
O 0.374 -0.215 1.422
C 1.702 0.159 3.373
C 0.557 0.582 4.127
C 0.676 1.028 5.429
C 1.913 1.061 6.083
C 3.031 0.589 5.385
C 2.944 0.145 4.082
H 6.452 -1.497 1.807
H 5.154 -0.340 1.466
H 6.270 -0.817 0.172
H 4.285 -2.668 1.589
H 5.368 -3.128 0.254
H 2.389 -2.854 -1.507
H 3.511 -3.952 -0.727
H 4.145 -2.047 -3.035
H 4.014 -3.818 -3.149
H 5.354 -3.078 -2.252
H -0.419 0.524 3.657
H -0.214 1.344 5.965
H 1.997 1.415 7.104
H 3.998 0.572 5.882
H 3.825 -0.208 3.562
O -2.762 -0.767 1.755
B -2.378 -0.590 0.397
O -3.508 -0.986 -0.396
C -4.467 -1.410 0.457
C -5.722 -1.900 0.176
C -6.527 -2.263 1.261
C -6.076 -2.133 2.569
C -4.797 -1.633 2.844
C -4.020 -1.282 1.767
H -6.065 -2.003 -0.846
H -7.520 -2.656 1.075
H -6.720 -2.424 3.390
H -4.422 -1.529 3.854
S -0.509 -3.068 -0.463
C -0.725 -1.566 -1.120
S -1.114 -1.344 -2.834
C -0.831 -2.938 -3.566
C -1.851 -3.870 -3.715
C -1.587 -5.106 -4.290
C -0.301 -5.422 -4.708
C 0.723 -4.497 -4.547
C 0.459 -3.259 -3.977
H -2.843 -3.622 -3.361
H -2.383 -5.834 -4.398
H -0.093 -6.391 -5.147
H 1.733 -4.744 -4.854
H 1.247 -2.531 -3.821
```

Net charge: -2
LUMO (eV): 3.202
Orbital gap (eV): 2.71

How is the electron density shared among the atoms? According to Mulliken, the charges in e are: number 1, Ti, carries 0.018; number 2, I, carries -0.031; number 3, C, carries -0.413; number 4, C, carries -0.424; number 5, C, carries -0.246; number 6, I, carries -0.028; number 7, C, carries -0.457; number 8, O, carries 0.285; number 9, C, carries 1.087; number 10, C, carries -1.431; number 11, N, carries -0.202; number 12, C, carries -0.780; number 13, C, carries 0.678; number 14, C, carries -1.153; number 15, C, carries -0.373; number 16, C, carries -1.149; number 17, C, carries -0.479; number 18, N, carries 0.583; number 19, C, carries -0.514; number 20, H, carries 0.378; number 21, H, carries 0.370; number 22, H, carries 0.357; number 23, H, carries 0.196; number 24, H, carries 0.400; number 25, H, carries 0.000; number 26, H, carries 0.452; number 27, H, carries 0.388; number 28, H, carries 0.419; number 29, H, carries 0.700; number 30, H, carries 0.400; number 31, C, carries -1.263; number 32, C, carries -0.486; number 33, N, carries 0.521; number 34, C, carries 0.205; number 35, C, carries -1.251; number 36, C, carries 0.065; number 37, S, carries -0.446; number 38, N, carries 0.041; number 39, C, carries -1.369; number 40, O, carries 0.346; number 41, C, carries 1.156; number 42, C, carries -0.484; number 43, C, carries -0.554; number 44, C, carries -0.679; number 45, C, carries -0.294; number 46, C, carries -1.020; number 47, H, carries 0.346; number 48, H, carries 0.148; number 49, H, carries 0.378; number 50, H, carries 0.270; number 51, H, carries 0.571; number 52, H, carries -0.520; number 53, H, carries 0.437; number 54, H, carries 0.186; number 55, H, carries 0.350; number 56, H, carries 0.398; number 57, H, carries 0.417; number 58, H, carries 0.360; number 59, H, carries 0.328; number 60, H, carries 0.363; number 61, H, carries 0.291; number 62, O, carries -0.102; number 63, B, carries 0.855; number 64, O, carries -0.216; number 65, C, carries 0.668; number 66, C, carries -1.117; number 67, C, carries -0.494; number 68, C, carries -0.518; number 69, C, carries -1.201; number 70, C, carries 0.633; number 71, H, carries 0.516; number 72, H, carries 0.360; number 73, H, carries 0.370; number 74, H, carries 0.514; number 75, S, carries -0.374; number 76, C, carries 0.687; number 77, S, carries -0.128; number 78, C, carries -0.124; number 79, C, carries -0.266; number 80, C, carries -0.570; number 81, C, carries -0.365; number 82, C, carries -0.626; number 83, C, carries -0.091; number 84, H, carries 0.398; number 85, H, carries 0.336; number 86, H, carries 0.346; number 87, H, carries 0.328; number 88, H, carries 0.336

The following is a quantum chemistry calculation of a structure of composition C27H58O4P2PtSi at a distorted geometry, from OMol25.

```
93
C27H58O4P2PtSi | OMol25 | the ωB97M-V functional and the def2-TZVPD basis
P 0.195 -1.393 -6.622
P 0.010 1.794 -6.510
C -0.202 -0.475 -8.197
C 0.282 0.981 -8.168
H -1.292 -0.499 -8.318
H 0.232 -1.013 -9.050
H 1.359 1.016 -8.371
H -0.216 1.573 -8.948
C -1.593 2.662 -6.859
H -1.814 3.354 -6.040
H -2.409 1.934 -6.908
H -1.560 3.226 -7.800
C 1.163 3.234 -6.716
H 0.992 3.768 -7.659
H 2.198 2.878 -6.693
H 1.028 3.931 -5.884
C -0.968 -2.824 -6.837
H -0.769 -3.575 -6.065
H -0.867 -3.294 -7.823
H -1.998 -2.478 -6.712
C 1.769 -2.227 -7.148
H 2.577 -1.491 -7.209
H 1.666 -2.726 -8.119
H 2.052 -2.970 -6.395
Pt 0.000 0.000 0.000
C 0.664 1.530 -1.476
C -0.723 1.464 -1.554
C -1.501 0.746 -2.645
C -1.878 -0.708 -2.271
C -0.811 -1.443 -1.490
C 0.562 -1.368 -1.703
C 1.228 -0.585 -2.822
C 1.645 0.846 -2.403
C 0.084 -1.467 1.469
H 1.092 2.318 -0.860
H -1.284 2.187 -0.967
H -0.930 0.764 -3.578
H -2.424 1.303 -2.840
H -2.780 -0.690 -1.651
H -2.139 -1.270 -3.181
H -1.176 -2.268 -0.881
H 1.177 -2.122 -1.218
H 0.566 -0.549 -3.691
H 2.124 -1.126 -3.141
H 2.605 0.793 -1.878
H 1.815 1.461 -3.299
H 0.799 -1.202 2.254
H 0.359 -2.444 1.050
H -0.907 -1.555 1.933
C 1.448 4.676 2.766
C 1.587 3.403 3.609
C 2.774 2.564 3.089
C 1.844 3.792 5.076
O 0.499 2.735 3.530
Si -0.286 1.426 3.038
O -0.022 1.218 1.440
O 0.228 0.174 3.931
C 0.345 -0.494 5.027
C 1.120 -1.803 4.765
C 1.121 0.322 6.068
C -1.037 -0.854 5.587
O -1.863 1.616 3.278
C -3.074 1.416 2.912
C -3.178 1.445 1.377
C -3.563 0.052 3.428
C -3.947 2.528 3.508
H 2.377 5.285 2.824
H 0.601 5.293 3.137
H 1.257 4.419 1.702
H 3.724 3.136 3.165
H 2.885 1.630 3.680
H 2.618 2.283 2.025
H 0.991 4.375 5.484
H 1.988 2.900 5.711
H 2.767 4.406 5.164
H 2.122 -1.589 4.333
H 1.264 -2.375 5.708
H 0.564 -2.468 4.071
H 0.569 1.253 6.310
H 1.239 -0.259 7.010
H 2.136 0.567 5.692
H -1.611 0.068 5.814
H -1.599 -1.474 4.858
H -0.940 -1.441 6.527
H -2.562 0.637 0.926
H -4.231 1.292 1.055
H -2.827 2.423 0.984
H -3.535 0.017 4.537
H -4.612 -0.132 3.115
H -2.935 -0.769 3.024
H -3.878 2.521 4.618
H -3.610 3.523 3.147
H -5.011 2.388 3.223
```

<S²>: 2.010
Net charge: 0
LUMO (spin up / spin down) (eV): 0.546 / -2.466
Orbital gap (spin up / spin down) (eV): 4.70 / 5.40
Multiplicity: 3

How is the electron density shared among the atoms? According to Mulliken, the charges in e are: number 1, P, carries 0.749; number 2, P, carries 0.792; number 3, C, carries -1.071; number 4, C, carries -1.089; number 5, H, carries 0.415; number 6, H, carries 0.462; number 7, H, carries 0.426; number 8, H, carries 0.473; number 9, C, carries -1.394; number 10, H, carries 0.358; number 11, H, carries 0.346; number 12, H, carries 0.403; number 13, C, carries -1.406; number 14, H, carries 0.387; number 15, H, carries 0.360; number 16, H, carries 0.385; number 17, C, carries -1.370; number 18, H, carries 0.391; number 19, H, carries 0.392; number 20, H, carries 0.350; number 21, C, carries -1.387; number 22, H, carries 0.346; number 23, H, carries 0.390; number 24, H, carries 0.377; number 25, Pt, carries 0.288; number 26, C, carries -0.725; number 27, C, carries -0.390; number 28, C, carries -0.125; number 29, C, carries -1.015; number 30, C, carries -0.509; number 31, C, carries -0.763; number 32, C, carries 0.184; number 33, C, carries -0.871; number 34, C, carries -1.197; number 35, H, carries 0.570; number 36, H, carries 0.518; number 37, H, carries -0.420; number 38, H, carries 0.531; number 39, H, carries 0.360; number 40, H, carries 0.406; number 41, H, carries 0.682; number 42, H, carries 0.600; number 43, H, carries -0.718; number 44, H, carries 0.591; number 45, H, carries 0.403; number 46, H, carries 0.277; number 47, H, carries -0.172; number 48, H, carries 0.675; number 49, H, carries 0.311; number 50, C, carries -1.616; number 51, C, carries 1.590; number 52, C, carries -1.146; number 53, C, carries -1.460; number 54, O, carries -1.127; number 55, Si, carries -0.664; number 56, O, carries 0.635; number 57, O, carries 0.959; number 58, C, carries 1.839; number 59, C, carries -1.742; number 60, C, carries -1.479; number 61, C, carries -1.482; number 62, O, carries 0.052; number 63, C, carries 1.952; number 64, C, carries -1.208; number 65, C, carries -1.420; number 66, C, carries -1.780; number 67, H, carries 0.424; number 68, H, carries 0.314; number 69, H, carries 0.249; number 70, H, carries 0.475; number 71, H, carries 0.149; number 72, H, carries 0.088; number 73, H, carries 0.282; number 74, H, carries 0.247; number 75, H, carries 0.417; number 76, H, carries 0.365; number 77, H, carries 0.431; number 78, H, carries 0.356; number 79, H, carries 0.287; number 80, H, carries 0.497; number 81, H, carries 0.265; number 82, H, carries 0.233; number 83, H, carries 0.287; number 84, H, carries 0.511; number 85, H, carries -0.155; number 86, H, carries 0.602; number 87, H, carries 0.198; number 88, H, carries 0.315; number 89, H, carries 0.496; number 90, H, carries 0.085; number 91, H, carries 0.377; number 92, H, carries 0.357; number 93, H, carries 0.366

The following is a quantum chemistry calculation of a cluster of 2 separate species, CH4NOS2 in total, from OMol25.

```
9
CH4NOS2 | OMol25 | the ωB97M-V functional and the def2-TZVPD basis
C -1.013 0.176 0.451
N 1.111 -0.389 -0.564
O -0.481 0.381 1.587
S -1.908 -1.109 -0.207
S -1.820 0.958 -0.820
H 1.219 0.318 -1.287
H 1.136 -1.295 -1.015
H 1.902 -0.314 0.063
H -0.147 1.274 1.792
```

Net charge: +1
LUMO (eV): -5.937
Orbital gap (eV): 8.36

How is the electron density shared among the atoms? According to Mulliken, the charges in e are: number 1, C, carries 0.673; number 2, N, carries -0.711; number 3, O, carries -0.326; number 4, S, carries 0.045; number 5, S, carries 0.043; number 6, H, carries 0.300; number 7, H, carries 0.280; number 8, H, carries 0.267; number 9, H, carries 0.428

The following is a quantum chemistry calculation of an isolated molecule of C11H14N4O6S at a distorted geometry, from OMol25.

```
36
C11H14N4O6S | OMol25 | the ωB97M-V functional and the def2-TZVPD basis
C -3.862 -0.122 1.562
C -2.603 0.078 2.351
O -1.670 0.328 1.266
C -0.392 0.307 1.676
C 0.598 0.540 0.494
S 2.251 0.659 1.276
C 2.497 -0.586 2.612
C 3.385 -0.013 0.088
O -0.144 0.136 2.871
H -4.757 -0.303 2.157
H -4.017 0.758 0.925
H -3.696 -0.993 0.912
H -2.630 0.939 3.025
H -2.291 -0.814 2.892
H 0.509 1.638 0.298
H 1.716 -0.412 3.365
H 2.499 -1.631 2.245
H 3.491 -0.286 2.992
H 3.358 0.633 -0.789
H 4.344 0.106 0.609
H 3.164 -1.053 -0.162
O -1.080 -2.358 -0.382
N -0.544 -2.352 -1.514
C 0.346 -1.296 -1.857
C 0.189 -0.041 -0.908
C 0.243 1.104 -1.842
N -0.308 2.361 -1.578
O -0.857 2.852 -0.607
O -0.202 3.135 -2.769
N 0.279 2.344 -3.822
C 0.463 1.092 -3.267
N 0.512 -0.054 -3.979
C 0.460 -1.189 -3.301
O -0.802 -3.208 -2.397
H -0.804 -0.210 -0.514
H 0.356 -2.089 -3.927
```

Net charge: 0
LUMO (eV): -0.441
Orbital gap (eV): 7.34

How is the electron density shared among the atoms? According to Mulliken, the charges in e are: number 1, C, carries -1.125; number 2, C, carries -0.293; number 3, O, carries -0.251; number 4, C, carries 0.232; number 5, C, carries 0.246; number 6, S, carries 0.254; number 7, C, carries -0.975; number 8, C, carries -1.051; number 9, O, carries -0.687; number 10, H, carries 0.420; number 11, H, carries 0.279; number 12, H, carries 0.262; number 13, H, carries 0.275; number 14, H, carries 0.348; number 15, H, carries 0.379; number 16, H, carries 0.354; number 17, H, carries 0.346; number 18, H, carries 0.477; number 19, H, carries 0.372; number 20, H, carries 0.463; number 21, H, carries 0.386; number 22, O, carries -0.665; number 23, N, carries 1.022; number 24, C, carries -0.755; number 25, C, carries 0.811; number 26, C, carries -0.209; number 27, N, carries 0.686; number 28, O, carries -0.738; number 29, O, carries -0.220; number 30, N, carries -0.488; number 31, C, carries 0.487; number 32, N, carries -0.655; number 33, C, carries -0.240; number 34, O, carries -0.713; number 35, H, carries 0.468; number 36, H, carries 0.498

In kcal/mol, the energy relative to the best compared isomer or geometry (same formula, charge and spin) values for the records above are, in order, 0.0 0.0 35.4 30.5.